This record from the Open Molecules 2025 dataset describes a molecular structure, C25H44F5O6P2Ti. The level of theory is ωB97M-V/def2-TZVPD.

Geometry (Å):
P (0.5738, -1.7355, -0.6966)
C (-1.1359, 1.5020, 3.6806)
C (-3.5421, -0.9456, 1.9789)
H (-1.8171, 3.2655, 0.8908)
H (1.0959, -5.4301, -1.4478)
H (-3.1468, 1.2583, 0.3997)
H (-4.5230, -0.8440, 2.4464)
H (-2.2126, -3.0952, -0.0229)
H (-3.4014, -1.5176, -3.9783)
H (-2.7372, 2.2017, -3.6509)
H (-0.3142, -6.2787, -0.8033)
C (2.4169, 2.5216, -2.5147)
F (0.8487, -0.5852, 4.3740)
C (1.0557, 2.9854, -2.9884)
O (0.0181, -3.0001, -1.4414)
C (2.2845, 0.0066, 2.6203)
H (3.9400, -1.1857, -1.6495)
C (-2.2936, 0.1436, -3.2015)
C (-0.3194, 3.8583, 3.0853)
F (2.1015, 0.4857, 1.3229)
H (5.0260, -2.5443, -1.3507)
H (1.5247, 3.2430, 2.1308)
C (0.7779, 4.0353, 2.0314)
C (-1.9316, 0.3651, 3.4189)
H (4.1732, -4.5792, -0.0173)
C (-2.7068, 0.2680, 2.2621)
H (2.7590, 1.6541, -3.0800)
H (1.8554, -0.2280, -2.0461)
C (0.5413, 4.1916, -2.2339)
C (4.1998, -1.9680, -0.9346)
H (0.5443, 3.9995, -1.1620)
C (-0.4417, -4.1502, -0.6327)
C (0.9520, -0.6370, 2.9972)
H (-0.5331, 1.5060, 4.5755)
O (-0.3412, -1.2006, 0.3452)
H (2.4026, 2.2921, -1.4462)
C (-1.9429, -4.0468, -0.4808)
H (0.7952, 4.8502, 4.6344)
C (-1.1228, 2.6003, 2.8130)
C (0.0105, -5.3966, -1.3554)
C (3.0265, -2.8820, -0.6576)
H (4.5310, -1.4998, -0.0073)
C (-3.2561, 1.2471, -3.5727)
H (3.1376, 3.3236, -2.6730)
H (1.1857, 5.0473, -2.4371)
H (-2.2141, -1.9613, -2.7397)
H (-4.0425, 1.3288, -2.8210)
H (-3.0704, -1.8429, 2.3777)
C (0.8104, -0.5394, -2.0311)
H (-0.4290, -5.4315, -2.3528)
C (-2.6233, 1.3280, 1.3442)
H (-1.8967, -0.4638, 4.1134)
H (-0.4793, 3.8059, 5.2602)
P (-0.2059, 0.9232, -1.7268)
H (2.4897, -4.6092, 0.5257)
H (-3.7198, 1.0243, -4.5336)
O (1.9618, -2.0671, -0.0714)
Ti (-0.3930, 0.5598, 1.6085)
F (3.3704, -0.7594, 2.5861)
H (2.6463, -3.3183, -1.5853)
C (-1.8631, 2.4756, 1.6295)
H (-1.0227, 4.6919, 2.9909)
O (0.0566, 1.9083, -2.9148)
C (-2.9462, -1.2098, -3.0369)
H (0.0383, -4.0765, 0.3470)
F (1.0670, -1.9814, 2.7013)
H (0.5744, -0.9816, -3.0005)
H (-1.4897, 0.0910, -3.9398)
O (-1.6962, 0.4884, -1.9035)
H (-2.3031, -4.8548, 0.1564)
H (-0.4693, 4.4427, -2.5551)
H (1.0198, 3.1058, 4.6203)
F (2.5488, 1.0829, 3.3645)
C (0.2826, 3.9003, 4.4855)
O (0.0471, 1.4879, -0.3718)
H (0.3767, 3.9973, 1.0190)
H (-3.7260, -1.1606, -2.2751)
H (-2.4298, -4.1320, -1.4534)
C (3.3502, -3.9647, 0.3477)
H (-3.6894, -1.0735, 0.9068)
H (1.2813, 4.9933, 2.1638)
H (3.6416, -3.5096, 1.2945)
H (1.0883, 3.2006, -4.0550)

Cartesian forces (eV/Å) of the 2 atoms listed first:
P 0.0 -0.1 0.0
C 0.0 0.0 0.1

Its electronic energy is -94207.0269 eV. Its total charge is +1. As for the expectation value of S²: 2.005. For the frontier orbital gap (spin up / spin down), the calculation gives 7.7 / 8.9 eV. The energy above the lowest of the compared OMol25 structures with the same formula, charge and spin comes out at 0.0 kcal/mol. Its HOMO energy (spin up / spin down) is -0.3555 / -0.4165 Ha. As for the spin multiplicity: 3. The calculation puts the LUMO energy (spin up / spin down) at -0.072 / -0.090 Ha.

These are the Mulliken partial charges, in e, on atoms 1 to 4:
1 P -0.379
2 C -0.216
3 C -1.682
4 H 0.389